# 1
Computed, not measured: an isolated ion of composition C7H10NOS and charge +1 at a distorted geometry, with ωB97M-V/def2-TZVPD.

The geometry in XYZ format:
```
20
Properties=species:S:1:pos:R:3:forces:R:3:nbo_charge:R:1
S -0.790519 -2.053980 0.292048 -0.637 -0.484 -0.933 0.248
O 2.169913 -1.222841 -0.536320 -2.631 0.277 0.153 -0.388
N -2.646972 0.380689 0.508298 0.943 -1.185 -1.748 -0.702
C -1.281874 -0.899236 -1.052801 0.948 -2.533 -2.676 -0.584
C 3.370952 -0.744906 -0.736293 1.619 0.153 1.791 0.223
C 1.497544 -0.426067 0.449655 0.816 -0.239 -0.467 0.150
C 0.151384 -0.712969 0.850297 1.636 1.393 -1.190 -0.269
C 3.669645 0.253277 0.189280 -2.302 -0.973 -0.951 -0.310
C -1.465384 0.446444 -0.484301 0.307 0.984 0.568 -0.160
C 2.459248 0.525825 0.826071 -0.679 -0.784 0.480 -0.162
H -1.472929 1.352610 -1.199909 -0.247 -1.498 1.501 0.242
H -0.286288 -0.373456 1.742184 0.624 1.069 1.305 0.220
H 4.563856 0.610448 0.561353 1.842 0.933 -0.215 0.250
H -2.431580 -0.394885 1.128712 -0.189 -0.999 -0.210 0.431
H 2.324014 1.291193 1.558632 -0.169 0.190 0.367 0.241
H -2.725939 1.103678 1.138269 0.193 2.844 1.444 0.424
H -2.165667 -1.374580 -1.540024 0.381 0.453 -0.147 0.216
H -3.583147 0.280666 0.120898 -0.124 -0.438 -0.416 0.424
H -0.379937 -0.988673 -1.815770 -1.993 0.692 1.465 0.276
H 4.040508 -1.318433 -1.367734 -0.337 0.147 -0.123 0.228
```
Forces are in eV/Å.

As for the net charge: +1. The energy above the lowest of the compared OMol25 structures with the same formula, charge and spin is 3.8089 eV. Its spin multiplicity is 1. Its LUMO energy (spin up / spin down) is -4.71 / -4.85 eV. The calculation puts the HOMO-LUMO gap (spin up / spin down) at 7.478 / 6.334 eV. Its HOMO energy (spin up / spin down) is -12.19 / -11.19 eV.



# 2
Computed, not measured: one molecule with the formula C6H10O at a distorted geometry, with ωB97M-V/def2-TZVPD.

The geometry in XYZ format:
```
17
Properties=species:S:1:pos:R:3:forces:R:3:nbo_charge:R:1
O -1.346974 1.326883 0.242418 1.199 -0.938 -0.220 -0.514
C -0.047332 1.106664 -0.317932 1.228 -0.886 -1.343 0.142
C -1.122897 -1.120842 0.325962 -0.642 -0.072 -0.133 -0.458
C -0.960727 0.182263 0.953780 -0.708 -1.192 1.416 0.107
C 0.238791 -0.566322 0.083522 -0.978 3.274 1.472 -0.125
C 1.403084 -1.087983 0.897481 0.068 0.202 -0.148 -0.629
C -0.044735 1.209138 -1.799614 0.068 0.256 -0.537 -0.624
H 0.656362 1.790913 0.192054 0.001 -0.696 -0.212 0.190
H -0.738871 0.471936 -2.211344 0.071 0.167 0.003 0.217
H 1.106033 -1.428045 1.897662 -0.069 0.112 -0.035 0.195
H -1.207446 -1.905113 1.075030 0.257 -0.131 -0.310 0.232
H 2.199851 -0.355184 1.017598 -0.052 0.195 0.025 0.215
H -0.818654 0.351406 2.001832 -0.066 -0.287 0.533 0.194
H -1.816744 -1.205245 -0.497776 -0.225 -0.118 -0.081 0.219
H 1.871122 -1.946696 0.416056 -0.088 -0.057 -0.168 0.216
H 0.961685 0.968639 -2.146687 -0.056 0.088 -0.125 0.217
H -0.332548 2.207589 -2.130040 -0.008 0.083 -0.136 0.207
```
Forces are in eV/Å.

The energy above the lowest of the compared OMol25 structures with the same formula, charge and spin is 3.3644 eV. Its spin multiplicity is 1. Its LUMO energy is 1.10 eV. The calculation puts the HOMO-LUMO gap at 9.171 eV. Its HOMO energy is -8.07 eV.



# 3
Computed, not measured: a 8-piece molecular cluster, C46H112N10O5 overall at a distorted geometry, with ωB97M-V/def2-TZVPD.

The geometry in XYZ format:
```
173
Properties=species:S:1:pos:R:3:forces:R:3:mulliken_charge:R:1
O -10.288194 -15.699538 -26.820777 -0.108 0.860 2.005 -0.230
O -9.720144 -13.822898 -21.434541 -0.388 -0.111 -0.167 -0.526
O -7.503964 -10.032958 -24.330414 -3.474 0.776 -0.353 -0.469
O -17.101267 -6.187175 -31.415686 -0.749 -0.188 1.770 -0.495
O -9.155447 -12.428474 -35.466150 0.438 0.332 0.899 -0.476
N -9.012164 -16.654141 -22.854176 -2.656 -0.823 0.480 -0.034
N -12.552507 -11.528558 -26.184008 0.302 -1.740 0.492 0.577
N -8.645099 -6.569583 -31.624826 -2.262 1.126 -1.806 0.320
N -9.621540 -9.444882 -35.855202 -0.896 -0.015 0.179 -0.026
N -6.366802 -10.908783 -27.038023 0.153 -0.070 -0.354 0.081
N -14.780449 -6.657479 -29.463858 1.367 -1.234 0.698 0.031
N -9.832326 -5.100350 -32.839545 1.325 -2.872 2.975 0.201
N -16.289156 -12.785100 -18.997954 1.465 3.504 -1.388 0.111
N -12.813349 -17.318665 -27.431840 1.120 0.451 3.206 -0.043
N -15.118010 -11.464349 -20.404461 -1.751 -0.769 1.722 0.229
C -10.715251 -15.877667 -28.114217 -0.977 -0.993 -2.073 -0.588
C -12.751565 -17.142547 -25.884052 0.368 -0.042 0.125 -0.987
C -14.186539 -7.807319 -30.239289 0.388 0.529 -0.666 -0.902
C -12.079861 -18.613023 -27.657735 0.488 -0.415 -1.052 -0.798
C -8.524152 -14.067424 -22.132247 0.360 -1.736 0.288 -0.525
C -6.457199 -6.532082 -30.513286 -0.152 -0.980 -0.720 -1.227
C -16.954153 -13.886966 -18.488005 -2.214 -2.723 1.400 -0.648
C -12.246876 -16.112464 -28.230080 0.060 -1.474 0.518 -0.657
C -8.286870 -17.154418 -21.605979 0.434 -0.762 -0.938 -0.886
C -7.851130 -11.100649 -27.472816 1.173 0.809 1.721 -0.867
C -14.259019 -17.472344 -27.630353 -1.221 -0.407 -1.842 -0.899
C -15.829304 -5.645481 -31.550261 -0.423 0.141 -1.806 -0.739
C -13.867222 -12.205251 -26.731943 1.358 0.778 -0.214 -1.081
C -8.642791 -5.761084 -32.741946 -1.845 -0.100 1.695 -0.383
C -8.622046 -15.185332 -23.181538 -0.496 -0.512 -1.041 -0.100
C -14.540043 -10.914652 -21.646056 1.164 -0.425 -0.379 -0.001
C -14.957203 -5.382322 -30.357297 -1.061 -1.054 0.473 -0.201
C -11.284521 -10.153167 -31.004798 -0.392 -0.410 0.820 -1.333
C -11.481442 -12.680225 -25.901177 -0.474 2.022 -0.003 -0.265
C -12.755858 -10.985492 -24.772258 -0.103 0.458 -0.623 -0.503
C -8.421652 -10.332707 -36.308469 -0.562 0.024 0.114 -0.609
C -8.806255 -17.651162 -24.084130 -0.074 1.202 1.368 -0.804
C -6.110060 -11.502990 -25.660791 1.897 0.560 0.705 -0.701
C -15.084598 -10.954455 -19.136725 1.327 1.688 -2.368 0.114
C -9.604643 -8.209104 -36.780501 -1.337 -0.190 1.526 -0.894
C -11.064725 -10.158704 -36.111003 1.500 -0.541 -0.163 -0.851
C -7.525212 -7.429320 -31.232347 0.393 1.181 0.779 -0.320
C -16.040793 -7.203089 -28.769667 0.185 0.811 -0.436 -0.741
C -15.924300 -12.576285 -20.313940 0.269 0.184 1.121 -0.128
C -6.271500 -10.606379 -24.412119 0.566 -0.725 -0.041 -0.819
C -9.940614 -6.496995 -31.067377 0.548 0.982 -1.432 -0.401
C -9.494982 -9.052719 -34.346793 -0.076 0.147 -1.491 -1.469
C -10.585890 -16.750127 -22.573428 1.647 1.221 0.461 -0.653
C -15.897101 -11.699130 -18.288650 -0.227 -2.549 0.395 -0.451
C -10.539613 -12.113641 -24.822956 -0.917 0.133 -0.424 1.451
C -13.708679 -9.656842 -21.478878 -0.720 0.511 0.768 -1.607
C -12.020171 -10.397922 -27.108112 -1.605 -0.680 -0.425 -1.290
C -11.273248 -9.734786 -29.520733 -0.033 -1.611 0.233 0.264
C -12.004728 -10.815215 -28.603944 0.989 0.722 0.570 -1.039
C -8.078323 -11.510349 -35.416732 0.107 0.371 -1.645 -0.564
C -10.089088 -4.083271 -33.803085 -0.581 0.464 -0.761 -0.716
C -5.960620 -9.402806 -27.029428 -0.879 -0.824 -0.763 -1.108
C -13.742620 -6.353571 -28.346309 -1.501 1.148 -1.641 -0.694
C -5.513236 -11.623115 -28.116919 -0.218 0.568 -0.322 -0.862
C -11.479566 -11.169641 -23.953035 1.205 -0.969 -0.275 -0.933
C -10.678615 -5.574695 -31.795993 1.965 -1.018 -0.376 -0.845
H -10.243044 -7.160749 -30.270905 0.155 0.301 0.051 0.607
H -6.251509 -11.269624 -23.547373 1.273 -0.309 -0.142 0.527
H -14.021011 -5.030741 -30.790926 0.422 -0.520 0.413 0.162
H -8.744530 -13.294665 -35.416553 -0.318 -0.444 -0.107 0.326
H -16.271307 -13.255016 -21.078994 0.195 0.100 -0.349 0.467
H -14.021946 -8.695891 -29.629822 -0.299 0.273 0.391 0.115
H -8.643138 -10.694721 -37.312447 -0.470 -0.097 0.112 0.496
H -10.192787 -13.008901 -24.306889 0.055 0.369 0.505 -0.863
H -17.580849 -5.971053 -32.218733 -0.472 0.017 -0.062 0.366
H -12.965565 -9.931628 -24.955261 -0.401 -0.062 0.562 0.226
H -13.609133 -11.516535 -24.350350 -0.002 0.207 -0.086 0.191
H -16.814723 -14.806497 -19.056432 0.443 0.161 -0.083 0.330
H -12.587516 -16.415367 -29.220182 0.670 0.358 -0.417 0.523
H -11.004503 -4.411199 -34.295592 0.134 0.591 -0.510 0.355
H -4.893981 -9.299222 -26.830284 -0.113 -0.127 -0.130 0.414
H -8.788996 -7.528361 -36.536727 0.393 -0.546 -0.499 0.365
H -10.964400 -12.891265 -26.837248 -0.400 -0.477 0.103 0.116
H -10.226446 -9.607348 -29.244904 0.112 -0.215 0.465 0.485
H -8.502097 -8.658583 -34.130181 0.141 -0.074 -0.451 0.535
H -8.374127 -10.266961 -27.004283 -0.143 0.010 -0.086 0.456
H -7.544934 -9.708524 -36.481267 -0.119 0.449 0.519 0.472
H -14.759020 -8.116448 -31.113816 -0.318 0.340 0.206 0.452
H -13.558731 -12.783890 -27.602643 -0.151 0.059 0.063 0.412
H -14.668313 -18.147707 -26.879050 -0.072 0.374 -0.009 0.409
H -9.472727 -17.320158 -24.880591 0.349 0.372 -0.055 0.213
H -8.281068 -13.112555 -22.598327 0.779 -0.363 -0.589 0.245
H -7.734376 -14.431759 -21.475265 0.205 0.663 0.426 0.631
H -18.034683 -13.743901 -18.478659 -0.250 0.320 -0.047 0.392
H -5.865925 -12.637614 -28.302673 -0.291 0.184 0.152 0.399
H -14.227208 -8.846163 -20.966993 -0.349 0.106 -0.213 0.564
H -9.314093 -14.841604 -23.950326 -0.201 -0.443 -0.233 -0.416
H -14.444660 -10.105648 -18.945888 -0.201 0.215 0.421 0.537
H -5.034048 -11.676795 -25.651706 0.204 -0.109 -0.173 0.440
H -5.542685 -7.115165 -30.404746 0.134 0.181 -0.099 0.421
H -15.307585 -4.566115 -29.725523 -0.327 -0.279 0.226 0.461
H -6.500264 -12.508525 -25.503507 -0.694 0.208 -0.518 0.641
H -15.311946 -10.865535 -22.414080 -0.212 0.227 0.324 0.429
H -5.585436 -9.766419 -24.303090 0.928 -0.647 -0.299 0.381
H -15.423243 -6.350834 -32.275305 1.450 0.422 -0.089 0.326
H -10.809509 -11.115180 -31.197126 0.602 0.070 0.353 0.648
H -11.156024 -18.692454 -27.084744 -0.295 0.308 0.375 0.315
H -7.897847 -8.174600 -30.529624 -0.184 -0.090 -0.170 0.068
H -7.777136 -10.067342 -23.410745 -0.136 0.461 -0.003 0.296
H -14.483771 -17.920293 -28.598304 0.347 -0.272 -0.129 0.466
H -10.768303 -9.383651 -31.578786 -0.519 -0.092 -0.367 -0.013
H -15.773381 -8.054883 -28.144320 0.383 0.086 -0.086 0.269
H -12.777799 -9.622929 -26.991988 0.094 0.191 0.108 0.487
H -6.253112 -9.087229 -28.030913 0.539 0.227 -0.052 0.501
H -15.928676 -4.666985 -32.020135 0.392 0.214 -0.222 0.485
H -8.144489 -12.001351 -26.933577 -0.197 -0.157 -0.636 0.143
H -13.012248 -11.021230 -28.965288 -0.153 0.504 0.006 0.641
H -7.891652 -5.720987 -33.516916 0.345 0.264 0.338 0.498
H -8.017622 -11.098394 -28.550016 0.456 -0.211 0.155 0.402
H -7.218127 -11.917287 -35.948304 0.231 -0.214 0.060 0.463
H -10.134129 -16.691702 -28.547505 -0.315 -0.257 -0.325 0.569
H -13.115352 -18.020992 -25.351055 -0.418 -0.342 -0.747 0.572
H -12.831478 -5.989105 -28.820736 0.204 -0.578 -0.010 0.332
H -11.974403 -9.563847 -36.193039 0.632 1.072 0.635 0.356
H -12.748929 -19.443798 -27.433566 0.065 0.113 0.091 0.388
H -12.069845 -13.477805 -25.447574 0.092 -0.234 -0.597 0.200
H -8.576563 -18.188100 -21.417066 0.149 -0.142 -0.459 0.425
H -12.812406 -15.211956 -27.990568 -0.072 -0.171 0.508 0.111
H -16.421829 -6.411878 -28.123993 -0.311 -0.057 -0.285 0.392
H -10.533382 -15.021699 -28.764097 0.060 0.297 -0.015 0.400
H -9.185513 -18.624974 -23.774349 0.419 0.039 0.301 0.399
H -14.327229 -12.870206 -26.000957 0.372 0.210 0.205 0.423
H -11.562556 -11.811458 -28.612383 0.659 0.067 -0.602 0.444
H -10.660044 -16.146514 -21.668853 -0.565 0.182 -0.245 0.413
H -10.210796 -8.254085 -34.152147 -0.179 -0.128 -0.103 0.567
H -16.034712 -11.638659 -17.219167 -0.174 0.286 0.259 0.462
H -11.043336 -10.216259 -23.654962 0.242 -0.030 -0.450 0.525
H -13.413692 -16.335143 -25.571326 0.300 0.255 -0.241 0.451
H -11.708125 -8.746265 -29.373050 -0.333 -0.116 -0.013 -0.186
H -13.472885 -9.285416 -22.476141 0.268 -0.048 0.189 0.159
H -11.738344 -17.086375 -25.486143 0.028 0.668 -0.665 0.047
H -12.303222 -10.416175 -31.289720 -0.178 0.844 -0.530 0.444
H -11.026758 -10.599531 -37.107161 0.515 -0.289 0.158 0.403
H -11.014082 -17.726846 -22.348056 0.883 -0.347 -0.205 0.412
H -10.219125 -3.117631 -33.314483 -0.025 -0.032 -0.088 0.361
H -7.645262 -15.296120 -23.652388 0.130 0.168 0.082 0.465
H -4.433493 -11.685414 -27.981396 -0.088 0.283 1.001 0.400
H -6.762993 -6.218796 -29.515063 -0.304 -0.029 -0.120 0.345
H -10.512562 -7.675555 -36.499249 -0.090 0.132 -0.196 0.404
H -9.490033 -13.035738 -20.935504 -0.431 0.046 0.672 0.339
H -11.184379 -10.932545 -35.352745 0.224 0.060 -0.222 0.348
H -9.751258 -8.548309 -37.805950 0.639 0.133 0.045 0.431
H -7.242249 -17.097781 -21.911993 0.146 -0.163 0.644 0.465
H -11.738833 -5.385349 -31.715448 0.278 0.517 -0.149 0.646
H -11.611530 -11.689299 -23.004020 -0.541 -0.053 -0.056 0.491
H -5.611691 -10.986691 -28.996322 -0.289 -0.313 -0.169 0.357
H -7.225960 -7.921206 -32.157876 0.590 -0.007 0.284 0.352
H -13.658939 -7.248408 -27.729557 0.106 0.464 0.117 0.175
H -8.499240 -16.685276 -20.645306 -0.155 0.876 -0.515 0.361
H -9.432117 -15.265325 -26.807473 0.194 -0.203 -0.169 0.193
H -12.831555 -9.828600 -20.854973 0.278 -0.165 -0.398 0.539
H -14.750832 -16.504144 -27.724221 0.051 0.047 0.729 0.355
H -9.216679 -4.048938 -34.455634 -0.368 0.206 -0.264 0.292
H -16.677065 -14.043662 -17.445521 0.173 -0.093 -0.043 0.329
H -11.089725 -10.012794 -26.690945 0.140 -0.330 -0.100 0.480
H -13.805015 -11.660537 -21.948537 -0.237 -0.400 -0.199 0.239
H -11.738561 -18.710993 -28.688275 -0.479 0.130 -0.224 0.400
H -6.563307 -8.804619 -26.346019 0.050 -0.496 0.322 0.386
H -14.583525 -11.442981 -27.038464 0.138 0.063 0.126 0.365
H -7.680486 -11.215383 -34.445741 -0.493 -0.080 0.464 0.258
H -14.154104 -5.442693 -27.911482 0.044 -0.423 0.942 0.488
H -7.750665 -17.665757 -24.355453 -0.158 -0.096 -0.023 0.416
H -6.259113 -5.642286 -31.110882 0.186 -0.096 0.058 0.430
H -16.740784 -7.546655 -29.531290 -0.099 0.451 0.073 0.398
H -9.661309 -9.886969 -33.665275 -0.179 -0.219 -0.541 0.390
H -13.207565 -7.465744 -30.575479 0.004 -0.044 -0.201 0.317
H -9.656131 -11.645182 -25.256655 -0.199 0.365 0.146 -0.279
H -11.092923 -16.325810 -23.440009 0.089 0.184 0.173 0.087
```
Forces are in eV/Å.

As for the net charge: +9. Its spin multiplicity is 2. Its LUMO energy (spin up / spin down) is -18.66 / -22.43 eV. The calculation puts the HOMO-LUMO gap (spin up / spin down) at 6.461 / 2.691 eV. Its HOMO energy (spin up / spin down) is -25.12 / -25.12 eV.



no.,calculated total energy (Ha)
1,-800.4976
2,-309.7187
3,-2739.0867